Entry 1:
Entry from the OMol25 dataset: 4 unconnected molecules or ions with the total composition C21H25O9 (ωB97M-V/def2-TZVPD).

```
55
Properties=species:S:1:pos:R:3:forces:R:3:lowdin_charge:R:1
O 0.44139 3.70108 -3.14432 -0.01 -0.01 0.09 -0.06
C 0.16416 2.62185 -2.59536 -0.33 -0.12 0.36 -0.72
O -0.49977 2.37867 -1.55878 0.14 0.28 -0.14 -0.06
C 0.72944 1.33147 -3.28443 0.30 -0.29 -0.28 -0.05
C 1.45301 0.49230 -2.28515 0.01 0.04 0.10 -0.35
O 1.00988 -0.53173 -1.80350 -0.05 -0.10 -0.03 0.07
C 2.81646 0.97307 -1.85087 0.12 0.18 0.09 -0.13
C 3.57879 0.16522 -1.00784 0.24 0.21 -0.07 -0.03
C 4.84487 0.57148 -0.60230 -0.17 0.01 -0.05 -0.10
C 5.35112 1.79944 -1.01674 -0.16 -0.02 -0.12 -0.11
C 4.58978 2.61189 -1.84995 -0.15 -0.07 0.04 -0.08
C 3.32350 2.20971 -2.26447 0.13 -0.31 0.13 -0.01
H 1.42488 1.61904 -4.07294 -0.05 0.08 -0.05 0.11
H -0.07011 0.74413 -3.73304 -0.15 0.03 0.17 0.11
H 3.17326 -0.78069 -0.67506 -0.08 0.00 -0.07 0.11
H 5.42965 -0.07502 0.04024 0.04 0.04 0.04 0.09
H 6.32983 2.12681 -0.68890 0.03 -0.02 -0.01 0.09
H 4.96907 3.57135 -2.17725 0.04 0.02 0.04 0.10
H 2.71837 2.85551 -2.88855 0.02 0.06 0.02 0.10
O -0.05638 3.81269 4.52072 -0.04 -0.05 0.08 0.09
C -0.63419 3.40990 3.54791 0.08 0.14 -0.08 -0.50
O -0.32236 2.24509 2.95346 -0.06 -0.10 0.05 0.01
C -1.12055 2.05864 1.75213 -0.01 0.03 -0.35 -0.13
C -2.34388 2.93690 1.96113 -0.03 0.09 0.09 -0.14
C -1.76769 4.08107 2.79356 -0.17 -0.28 -0.03 -0.08
H -0.54044 2.37061 0.88141 0.00 -0.02 0.00 0.11
H -1.36110 1.00440 1.65736 0.10 -0.03 0.06 0.11
H -2.79660 3.24303 1.02132 0.09 0.01 -0.05 0.12
H -3.09586 2.40228 2.54679 0.00 -0.01 -0.01 0.11
H -1.34294 4.87055 2.17166 0.01 0.02 0.01 0.13
H -2.47829 4.51312 3.49357 0.09 0.14 0.02 0.12
O -1.56843 -1.72006 -4.75463 0.00 -0.06 -0.13 0.12
C -1.97266 -2.31907 -3.80385 0.07 0.13 0.17 -0.48
O -3.26501 -2.75001 -3.72765 -0.04 -0.01 -0.07 0.01
C -3.51041 -3.35426 -2.44916 0.04 -0.05 0.11 -0.16
C -2.14183 -3.78378 -1.93771 0.09 -0.04 0.08 -0.16
C -1.23528 -2.71098 -2.53921 -0.28 -0.33 -0.01 -0.07
H -3.97705 -2.61083 -1.79895 0.04 0.01 0.03 0.13
H -4.20099 -4.18388 -2.58984 -0.03 0.03 -0.08 0.12
H -2.09293 -3.84719 -0.85214 -0.05 0.08 -0.13 0.08
H -1.88585 -4.76330 -2.34807 -0.02 -0.01 -0.06 0.11
H -1.14803 -1.83287 -1.89802 0.11 0.05 -0.07 0.12
H -0.23958 -3.06939 -2.78017 0.10 0.20 0.00 0.12
O -1.96955 -3.00428 1.18600 -0.14 0.03 0.09 0.12
C -1.33130 -2.61694 2.11998 0.28 0.07 0.07 -0.47
O -1.28671 -1.31795 2.48919 -0.19 -0.08 -0.07 0.02
C -0.37084 -1.12409 3.58138 0.13 -0.01 0.09 -0.15
C -0.25118 -2.49399 4.24051 -0.03 -0.08 -0.07 -0.15
C -0.44866 -3.43212 3.05027 -0.09 0.16 0.26 -0.07
H 0.57678 -0.77068 3.17199 0.00 0.00 0.00 0.13
H -0.77261 -0.35624 4.23660 -0.05 0.05 -0.09 0.12
H 0.68993 -2.62873 4.76959 0.03 0.02 -0.05 0.11
H -1.06425 -2.63264 4.95509 0.01 0.01 0.02 0.11
H 0.48643 -3.64298 2.52907 -0.01 -0.03 -0.03 0.13
H -0.93730 -4.36759 3.30796 0.04 -0.07 -0.13 0.12
```
Forces are in eV/Å.

Highest occupied orbital energy ... -5.0 eV
Total energy ... -1492.5102 Eh
Frontier orbital gap ... 7.4 eV
Total charge ... -1

Entry 2:
Entry from the OMol25 dataset: 2 unconnected molecules or ions with the total composition C7H15NO (ωB97M-V/def2-TZVPD).

```
24
Properties=species:S:1:pos:R:3:forces:R:3:lowdin_charge:R:1
H -0.29683 -0.33161 -1.83368 -0.18 -1.08 0.86 0.06
N -0.86041 -0.77511 -1.06986 -0.41 1.05 -1.46 0.15
C -0.24834 -0.95667 0.00466 1.78 0.39 0.74 -0.35
C -0.97972 -1.29774 1.27043 -0.35 -0.44 -0.09 -0.21
C -2.47512 -1.01509 1.20009 0.29 -0.13 0.01 -0.11
C 1.31413 -0.87953 0.19491 -0.70 -0.52 -0.49 -0.37
C 2.09872 -0.49047 -1.05396 -0.20 0.10 0.29 -0.05
O 1.68281 -0.11463 1.32413 0.03 0.31 0.12 -0.04
H -0.51066 -0.77116 2.10329 0.05 -0.06 -0.06 0.11
H -0.81783 -2.36790 1.44334 0.05 0.01 0.15 0.12
H -2.66143 0.05374 1.21176 -0.09 0.19 -0.01 0.07
H -2.88133 -1.41229 0.27790 -0.14 -0.06 -0.11 0.06
H -2.98603 -1.47147 2.04150 -0.11 0.00 0.15 0.07
H 1.58543 -1.90751 0.46866 0.04 0.08 -0.02 0.15
H 1.85539 0.52474 -1.36224 -0.07 0.02 -0.08 0.05
H 3.16085 -0.51214 -0.82987 0.12 -0.11 0.05 0.08
H 1.90080 -1.16753 -1.88109 -0.03 -0.08 -0.05 0.08
H 1.54459 0.81787 1.11784 0.00 -0.09 -0.02 0.06
C 0.12204 2.40572 -0.14012 -0.02 -0.25 -0.45 -0.08
C -0.22800 2.22341 -1.40848 -0.30 1.16 0.38 -0.08
H -0.47763 2.03014 0.67126 -0.18 -0.18 0.16 0.06
H 1.03909 2.90099 0.13614 0.15 0.26 -0.04 0.06
H -1.17496 1.78601 -1.67749 -0.09 -0.32 0.05 0.05
H 0.29443 2.72825 -2.20910 0.35 -0.25 -0.09 0.06
```
Forces are in eV/Å.

Highest occupied orbital energy ... -9.2 eV
Relative energy (zero: lowest compared OMol25 entry of this formula, charge and spin) ... 52.37 kcal per mole
Total energy ... -405.6539 Eh
Frontier orbital gap ... 10.1 eV
Total charge ... 0
SMILES ... [H]/N=C(/CC)[C@@H](C)O.C=C

Entry 3:
Entry from the OMol25 dataset: a molecular structure, C11H14O9PS2Tb (ωB97M-V/def2-TZVPD).

```
38
Properties=species:S:1:pos:R:3:forces:R:3:lowdin_charge:R:1
Tb -0.01624 0.65364 -0.27137 -1.02 1.33 -0.27 1.33
O 2.64942 -4.12883 -2.82285 0.24 -0.54 -0.27 0.18
C 2.12645 -3.19451 -2.30926 -0.27 0.57 0.36 -0.23
C 2.68611 -1.76882 -2.20933 -0.54 -0.16 0.15 -0.28
O 3.74413 -1.38224 -2.61015 0.59 0.18 -0.23 0.15
C 1.63755 -0.98308 -1.53857 0.42 0.35 -0.23 -0.29
C 0.56191 -1.76257 -1.18479 -0.47 -0.40 0.14 -0.28
O -0.51760 -1.29453 -0.54329 0.27 -2.35 -0.61 -0.22
C 0.75166 -3.15769 -1.61968 0.25 0.41 -0.06 -0.28
O -0.00783 -4.07130 -1.48652 -0.37 -0.55 0.06 0.15
O 1.70699 0.32714 -1.30312 1.85 -0.85 -1.22 -0.21
O -0.98500 1.94407 1.54266 0.19 -0.05 0.16 -0.68
O 0.20332 1.05934 1.69024 -0.21 1.25 2.37 -0.39
C -4.26452 3.39108 0.72789 -0.06 -0.11 0.05 -0.05
C -4.15836 4.20533 -0.54007 0.36 -0.13 -0.24 -0.41
C -5.01634 3.71825 -1.68303 -0.21 -0.13 -0.06 -0.05
O -2.76417 4.31631 -1.03140 -0.02 0.18 0.19 -0.29
P -1.58510 3.28568 -1.05382 -0.61 0.57 -0.10 0.03
S -0.56707 3.39523 0.81644 -0.04 -0.36 0.09 0.84
S -2.09843 1.51974 -1.69625 -0.67 0.34 -0.29 0.45
O -0.46095 4.03089 -1.82935 0.21 0.19 -0.33 -0.31
C -0.48818 4.80481 -3.09962 -0.09 -0.08 0.29 -0.39
C -1.25169 4.09676 -4.19242 -0.14 -0.04 0.00 -0.05
C -0.97198 6.20518 -2.80980 -0.03 0.17 -0.01 -0.04
H -5.31472 3.37984 1.02882 0.07 0.01 0.03 0.10
H -3.68180 3.81664 1.54707 -0.01 0.01 -0.11 0.09
H -3.95988 2.35472 0.57175 0.01 0.02 -0.02 0.07
H -4.39269 5.24011 -0.32655 -0.03 0.23 0.05 0.14
H -4.87144 2.65156 -1.87391 0.01 0.13 0.03 0.07
H -4.80189 4.27632 -2.59975 -0.02 -0.05 0.17 0.09
H -6.06553 3.88250 -1.42207 0.06 -0.05 -0.06 0.09
H 0.56511 4.82386 -3.34282 0.24 0.01 -0.06 0.14
H -2.31648 4.02185 -3.95850 0.04 0.02 0.03 0.08
H -0.86369 3.09682 -4.38154 0.03 0.02 0.03 0.09
H -1.15281 4.68580 -5.10751 0.00 -0.06 0.05 0.10
H -2.05639 6.23956 -2.69668 0.06 -0.01 0.01 0.08
H -0.68579 6.84753 -3.64698 -0.07 -0.02 0.08 0.09
H -0.50821 6.60082 -1.90235 -0.02 -0.06 -0.13 0.09
```
Forces are in eV/Å.

Highest occupied orbital energy (spin up / spin down) ... -8.4 / -8.4 eV
Relative energy (zero: lowest compared OMol25 entry of this formula, charge and spin) ... 27.15 kcal per mole
Multiplicity ... 7
Total energy ... -3066.8526 Eh
Frontier orbital gap (spin up / spin down) ... 7.5 / 7.5 eV
Total charge ... 0
Expectation value of S² ... 12.070

Entry 4:
Entry from the OMol25 dataset: a single C3H3N3 molecule (ωB97M-V/def2-TZVPD).

```
9
Properties=species:S:1:pos:R:3:forces:R:3:lowdin_charge:R:1
N -2.34978 -0.81634 0.65300 1.13 0.34 -0.09 0.17
C -1.24631 -0.48809 0.55339 -1.02 -0.26 0.11 -0.17
C 0.14538 -0.01089 0.41373 -0.01 -0.12 0.07 -0.37
N 0.20133 1.28422 -0.26495 -0.02 0.02 -0.15 0.06
C 0.94156 -1.04764 -0.27991 0.62 -0.65 -0.50 -0.17
N 1.60454 -1.81148 -0.83853 -0.65 0.75 0.55 0.17
H 0.55757 0.08521 1.42729 -0.05 -0.07 -0.12 0.15
H 0.85481 1.26018 -1.04013 -0.08 0.02 0.12 0.08
H -0.70909 1.54484 -0.62390 0.08 -0.03 -0.01 0.08
```
Forces are in eV/Å.

Highest occupied orbital energy ... -11.1 eV
Relative energy (zero: lowest compared OMol25 entry of this formula, charge and spin) ... 22.96 kcal per mole
Total energy ... -280.3442 Eh
Frontier orbital gap ... 11.6 eV
Total charge ... 0
SMILES ... N#CC(N)C#N

Entry 5:
Entry from the OMol25 dataset: a gas-phase ion, C4H10N5O2 (charge +1) (ωB97M-V/def2-TZVPD).

```
21
Properties=species:S:1:pos:R:3:forces:R:3:lowdin_charge:R:1
C 0.74061 -2.30980 -0.09029 1.51 -0.13 -0.62 0.12
C 1.16373 -1.09287 0.18837 -1.58 0.68 0.83 -0.31
C 1.95843 -0.25885 -0.67215 2.47 0.77 1.29 -0.05
N 0.56586 -0.28256 1.37758 0.66 -0.95 0.58 0.07
N 0.22877 1.04882 1.02051 0.23 0.43 -0.02 0.08
C -0.65000 1.38311 0.12406 -0.72 -0.50 0.56 -0.36
N -0.66115 2.71716 -0.20073 0.99 -0.52 0.95 0.17
N -1.68020 0.65016 -0.53693 2.39 0.50 1.52 0.20
N -2.32492 -0.50992 -0.09211 -0.30 0.64 -0.51 -0.39
O -3.12892 -0.97289 -0.84160 0.08 0.05 -0.17 0.17
O -2.05025 -0.89785 1.02276 0.36 0.04 0.15 0.08
H 0.08832 -2.83270 0.52882 -1.16 -0.86 0.96 0.06
H 1.20423 -2.89046 -0.92602 -0.57 0.81 0.73 0.12
H 2.40793 0.61051 -0.06914 0.28 -1.66 -1.06 0.13
H 1.44480 0.23395 -1.42671 -1.47 0.81 -1.42 0.06
H 2.57138 -1.00683 -1.18116 0.91 0.84 0.04 0.11
H 1.19567 -0.22226 2.27610 -1.10 -0.03 -2.40 0.24
H -0.24616 -0.82662 1.64448 -0.76 -0.08 0.36 0.11
H 0.11122 3.20634 0.26838 -0.58 -0.13 -0.61 0.13
H -1.01038 3.11881 -1.05537 -0.23 -0.20 0.07 0.12
H -1.92896 1.13476 -1.35884 -1.41 -0.48 -1.24 0.15
```
Forces are in eV/Å.

Highest occupied orbital energy ... -14.2 eV
Relative energy (zero: lowest compared OMol25 entry of this formula, charge and spin) ... 153.39 kcal per mole
Total energy ... -582.2319 Eh
Frontier orbital gap ... 10.2 eV
Total charge ... +1
SMILES ... C=C(C)[NH2+]/N=C(/N)N[N+](=O)[O-]